--- w ---
Below is the ion C2H6N3O with charge +1, with properties calculated with the ωB97M-V functional and the def2-TZVPD basis.

The geometry in XYZ format:
```
12
C2H6N3O | the OMol25 dataset | the ωB97M-V functional and the def2-TZVPD basis
C 1.71419 0.75941 0.51807
C 1.34364 -1.31014 -0.50231
N 1.88322 -0.36480 0.22650
N -0.32160 0.48146 -1.05401
N -1.55899 0.23808 0.02938
O 0.10106 -0.69334 -1.31024
H 2.17172 1.60967 0.79462
H 1.98872 -1.66168 -1.36276
H 0.95072 -2.09997 0.06891
H -2.31499 0.97633 -0.23667
H -1.16101 0.54829 1.02054
H -1.96342 -0.68131 0.01738
```

**Frontier orbital gap (alpha / beta)**: 0.3121 / 0.3118 hartree
**Total charge**: +1

***

--- x ---
Below is the ion C2H6N3O with charge +1, with properties calculated with the ωB97M-V functional and the def2-TZVPD basis.

The geometry in XYZ format:
```
12
C2H6N3O | the OMol25 dataset | the ωB97M-V functional and the def2-TZVPD basis
C 0.11890 -1.30634 -1.46727
N 0.84525 -1.04861 -0.41450
N 0.91445 -0.03647 0.44483
C 0.08448 0.93117 0.64036
N -1.26721 0.73800 0.61884
O 0.46061 2.02431 1.29380
H -0.49851 -0.54240 -1.91808
H 0.13912 -2.30465 -1.84457
H 1.45260 -1.72105 -0.13267
H -1.50705 0.05963 -0.11661
H -2.01912 1.19337 1.14457
H 1.27649 2.01305 1.75129
```

**Frontier orbital gap**: 0.3347 hartree
**SMILES**: C=[NH+]/N=C(\N)O
**Total charge**: +1

***

Going by the computed energies, the most stable comes first: x, w.